# 1
60
Properties=species:S:1:pos:R:3 method="wB97M-V/def2-TZVPD" charge=+1 de_lowest_kj_mol=54.5 fmax_ev_per_a=0.3 homo_energy_ev="-10.843 / -11.101" multiplicity=2
Sb -0.64 4.35 0.24
Sn 0.79 1.24 -0.97
Se -0.66 2.89 -4.76
Se 0.83 1.39 -4.11
Se -2.82 2.24 -4.04
Se -2.38 1.28 -2.00
S -2.56 -0.87 -2.53
F -1.51 2.65 0.45
F -0.44 3.78 -1.58
F 0.38 5.86 -0.12
F -2.26 5.17 -0.17
F -0.78 4.67 2.08
F 0.99 3.33 0.59
N 4.36 -1.38 -1.50
N -1.32 -1.82 1.18
N 0.70 -1.17 -1.81
N 0.04 -0.15 0.74
N 2.90 0.19 -0.98
C -2.43 -0.86 3.26
C -0.68 0.17 1.90
C 5.06 -0.45 -0.74
C -4.16 -0.79 -0.20
C 6.74 0.72 0.42
C -5.07 -2.82 0.74
C -0.63 1.29 2.73
C 3.09 -0.94 -1.61
C -3.59 -1.53 -1.23
C -1.55 -0.88 2.18
C -1.49 1.32 3.80
C 0.25 -2.10 -0.75
C 6.39 -0.39 -0.33
C -4.50 -3.55 -0.29
C -4.90 -1.44 0.78
C 4.50 1.65 0.34
C 1.99 -1.57 -2.41
C 5.81 1.72 0.75
C -2.38 0.26 4.06
C -3.77 -2.91 -1.28
C 4.13 0.54 -0.42
C -0.37 -1.34 0.37
H -1.49 2.18 4.46
H -3.10 -1.68 3.46
H -0.02 -1.12 -2.52
H -3.34 -3.49 -2.09
H 6.14 2.56 1.34
H -5.34 -0.86 1.57
H 4.73 -2.21 -1.92
H -4.65 -4.62 -0.34
H 2.02 -1.18 -3.43
H -1.79 -2.71 1.08
H 1.12 -2.62 -0.36
H 2.10 -2.65 -2.47
H 7.76 0.81 0.77
H -5.66 -3.31 1.50
H -3.04 0.33 4.91
H 7.10 -1.16 -0.58
H -4.03 0.28 -0.14
H 0.05 2.11 2.53
H 3.78 2.42 0.60
H -0.44 -2.85 -1.15

***

# 2
49
Properties=species:S:1:pos:R:3 method="wB97M-V/def2-TZVPD" de_lowest_kj_mol=31.1 fmax_ev_per_a=3.8 homo_energy_ev=-8.935
S -2.81 1.61 -1.09
F -3.53 5.07 3.80
O -3.98 1.71 -1.95
O 2.59 2.19 -0.81
O 4.17 1.06 1.94
O -2.29 0.28 -0.87
N -1.58 2.26 -2.02
C 1.01 0.46 2.16
C 1.71 1.95 0.31
C -0.25 1.11 2.13
C 1.22 -2.31 0.34
C 0.72 -3.41 0.97
C 1.59 -4.52 1.13
C 3.71 1.27 -0.93
C -4.32 4.20 1.71
C 2.84 -4.62 0.47
C 3.74 -0.04 -0.14
C -2.14 3.67 2.49
C 3.03 -1.11 -0.91
C -3.33 4.42 2.59
C -4.19 3.29 0.63
C -2.93 2.74 0.38
C -0.49 2.20 1.31
C 3.35 -3.49 -0.07
C -1.85 2.90 1.33
C 1.97 0.96 1.31
C 0.50 2.58 0.39
C 2.56 -2.28 -0.13
C 3.24 0.22 1.26
H 0.49 -1.55 0.08
H 1.26 -0.50 2.63
H -0.26 -3.53 1.27
H 3.49 -5.45 0.50
H 4.60 1.86 -0.68
H 4.77 -0.32 -0.03
H 3.10 -0.71 1.79
H -1.47 3.88 3.43
H 4.34 -3.47 -0.43
H -1.13 1.57 -2.54
H 0.44 3.46 -0.23
H 3.58 1.58 2.54
H 1.18 -5.32 1.76
H 3.79 0.98 -2.01
H -0.91 0.76 2.91
H 3.45 -1.45 -1.83
H 2.09 -0.63 -1.38
H -5.00 3.13 -0.12
H -5.26 4.72 1.86
H -0.92 2.55 -1.31

***

# 3
50
Properties=species:S:1:pos:R:3 method="wB97M-V/def2-TZVPD" de_lowest_kj_mol=319.8 fmax_ev_per_a=3.4 homo_energy_ev=-8.549
S 4.33 3.66 -1.85
O 0.81 -0.25 -0.29
O 2.32 3.00 -3.63
O -2.78 -4.01 5.80
N -1.52 -0.85 2.61
N 4.19 4.03 -4.45
N -2.99 -3.00 3.83
N 6.31 5.02 -4.93
C 0.07 3.20 -0.70
C -3.01 -1.62 4.31
C 5.68 4.41 -2.67
C 5.44 4.47 -4.05
C 1.58 1.32 -2.09
C -2.92 -4.13 4.59
C -2.80 -1.43 2.14
C 0.81 3.56 -1.85
C 7.71 5.57 -2.98
C 6.84 4.88 -2.12
C 0.10 -0.03 0.85
C -2.83 -2.97 2.36
C -0.35 1.26 0.93
C 0.92 0.95 -0.89
C -1.57 -1.09 4.08
C 7.42 5.57 -4.36
C 1.57 2.64 -2.54
C 3.55 3.54 -3.42
C -2.85 -5.50 3.92
C 0.20 1.90 -0.23
C -3.78 -0.91 3.18
C -0.24 -1.06 1.92
H -2.09 -5.57 3.13
H -0.79 -1.76 4.41
H -3.76 0.19 3.33
H -4.79 -1.30 3.00
H -0.23 -2.03 1.41
H -3.41 -1.44 5.33
H -0.57 3.88 -0.14
H 0.62 -1.04 2.61
H 0.80 4.58 -2.21
H -3.85 -5.76 3.48
H -1.40 -0.16 4.62
H -3.70 -3.44 1.91
H 2.14 0.54 -2.62
H -0.97 1.67 1.69
H 8.13 6.04 -5.02
H -2.61 -6.31 4.61
H -3.02 -1.15 1.10
H -1.89 -3.47 2.07
H 8.64 6.00 -2.63
H 6.99 4.81 -1.06

***

# 4
47
Properties=species:S:1:pos:R:3 method="wB97M-V/def2-TZVPD" fmax_ev_per_a=3.0 homo_energy_ev=-8.163
S -3.29 -0.04 -4.08
N 0.71 -2.85 0.59
N -3.30 -0.43 0.96
N 2.88 0.85 2.15
N 3.19 -0.32 1.56
C 1.57 1.09 2.18
C 1.71 -4.64 -0.66
C 2.92 -3.93 -0.82
C -0.35 -0.19 -1.22
C -2.71 2.55 -3.65
C -3.13 -0.30 -1.33
C 2.03 -0.84 1.20
C -2.74 -0.44 2.16
C 1.21 2.44 2.61
C 0.63 -4.08 0.08
C 2.62 3.00 3.05
C 1.88 -2.17 0.51
C 3.67 1.98 2.58
C -1.03 -0.18 -2.49
C -1.10 -0.18 -0.02
C 2.98 -2.68 -0.20
C -1.38 -0.27 2.36
C 0.93 0.06 1.56
C -3.90 1.65 -4.01
C -2.43 -0.17 -2.52
C -2.50 -0.31 -0.11
C -0.54 -0.09 1.28
H 0.72 -0.07 -1.19
H -2.94 3.55 -3.90
H 4.21 2.45 1.76
H -0.28 -4.65 0.28
H 2.77 3.99 2.64
H 3.84 -2.06 -0.26
H -3.36 -0.51 3.03
H 3.78 -4.34 -1.35
H -1.78 2.26 -4.22
H 0.71 2.95 1.77
H 2.59 3.04 4.17
H -4.34 1.89 -4.97
H -4.19 -0.35 -1.35
H 4.33 1.71 3.37
H -2.52 2.51 -2.60
H -1.01 -0.28 3.36
H 1.57 -5.63 -1.05
H -4.69 1.73 -3.26
H 0.52 2.42 3.44
H -0.47 -0.14 -3.40